[1]
Molecular formula: C25H34EuN4S3
Method: DFT, the ωB97M-V functional and the def2-TZVPD basis

Positions of all 67 atoms, in Å:
Eu (-0.2636, 0.1104, 0.5780)
C (2.4829, 1.5273, 0.3112)
C (2.2960, 1.7252, 1.6928)
C (1.1907, 2.5827, 1.8683)
C (0.7469, 2.9867, 0.5827)
C (1.5062, 2.3160, -0.4029)
C (1.4364, 2.3455, -1.9027)
C (-0.2306, 4.1044, 0.3135)
C (0.6793, 3.1801, 3.1479)
C (3.0817, 1.0962, 2.7459)
C (3.5044, 0.7222, -0.3564)
H (2.3402, 2.5413, -2.4113)
H (0.7376, 3.1605, -2.1790)
H (0.8948, 1.5332, -2.3747)
H (-0.9414, 4.0566, -0.5169)
H (0.3518, 4.9976, 0.0155)
H (-0.7483, 4.4102, 1.1895)
H (-0.3972, 3.0427, 3.1145)
H (0.9279, 4.2675, 3.2182)
H (1.0325, 2.6991, 4.0733)
H (2.6466, 0.2780, 3.3148)
H (3.2678, 1.8687, 3.5299)
H (4.0850, 0.7730, 2.3727)
H (3.1651, 0.0587, -1.0822)
H (4.0434, 0.1374, 0.3758)
H (4.3741, 1.2362, -0.7336)
S (-0.1019, -1.0233, 4.1628)
C (1.1616, -1.6327, 3.2053)
N (1.1872, -1.7125, 1.8837)
C (2.3284, -2.3229, 1.4097)
C (2.5936, -2.5600, 0.0422)
C (3.7490, -3.1912, -0.3284)
C (4.5802, -3.6260, 0.6465)
C (4.3457, -3.5020, 1.9724)
C (3.1934, -2.8034, 2.3939)
S (2.7132, -2.2140, 3.9762)
H (1.8275, -2.1742, -0.6750)
H (4.1089, -3.3342, -1.3530)
H (5.4903, -4.1583, 0.3146)
H (5.1676, -3.7853, 2.6520)
C (-2.4335, 0.4226, -3.7391)
N (-2.7030, -0.8627, -3.1048)
C (-2.7585, -1.9297, -3.8810)
C (-2.5746, -3.0369, -3.1901)
N (-2.3019, -2.7496, -1.8328)
C (-1.8984, -1.2054, -1.8614)
S (-0.0266, -1.1022, -2.1372)
H (-3.2916, 0.8371, -4.2773)
H (-1.5324, 0.3668, -4.3725)
H (-2.2387, 1.0852, -2.9241)
H (-3.1567, -1.8454, -4.8349)
H (-2.8356, -4.0600, -3.4416)
H (-1.5630, -3.2729, -1.3192)
C (-4.0456, -1.4547, 0.5780)
C (-3.5551, -0.2829, -0.1912)
C (-4.6902, 0.1413, -1.1798)
C (-3.3797, 0.8644, 0.8006)
N (-2.2307, -0.4538, -0.7495)
H (-4.9748, -1.4331, 1.0479)
H (-3.3490, -1.7742, 1.3393)
H (-4.0564, -2.2390, -0.2213)
H (-5.6088, 0.1097, -0.6659)
H (-4.7638, -0.5487, -2.0264)
H (-4.5195, 1.1254, -1.6765)
H (-4.3613, 1.1730, 1.3352)
H (-3.0637, 1.7376, 0.2230)
H (-2.6416, 0.6704, 1.5149)

- charge = -2
- calculated total energy (Ha) = -3096.9585
- orbital gap (spin up / spin down) (eV) = 5.33 / 5.36
- HOMO (spin up / spin down) (eV) = -0.876 / -0.912
- multiplicity = 8

[2]
Molecular formula: C25H34IrN7O4S3
Method: DFT, the ωB97M-V functional and the def2-TZVPD basis

Positions of all 74 atoms, in Å:
Ir (-1.3242, 0.1281, 0.7314)
O (0.3817, -1.3783, 0.8523)
N (0.1005, -2.6673, 0.9941)
C (1.1403, -3.5301, 0.9641)
C (0.9241, -4.8750, 1.0913)
C (-0.3821, -5.3432, 1.2619)
C (-1.4238, -4.4487, 1.3016)
C (-1.1790, -3.0780, 1.1624)
S (-2.4089, -1.8794, 1.3406)
H (2.1026, -3.0589, 0.8361)
H (1.7672, -5.5476, 1.0583)
H (-0.5721, -6.4008, 1.3703)
H (-2.4431, -4.7718, 1.4528)
C (0.0859, 0.2100, 3.7740)
N (0.0806, 1.6115, 3.3971)
C (-0.5662, 2.5116, 4.3425)
C (0.4708, 2.0223, 2.1784)
N (0.3521, 1.1913, 1.1015)
C (1.4940, 1.1151, 0.2512)
C (2.7468, 1.1900, 0.8254)
C (3.8819, 1.4582, 0.0426)
C (3.7572, 1.6581, -1.3018)
C (2.5084, 1.4653, -1.9415)
C (2.3745, 1.6386, -3.3428)
C (1.1830, 1.4098, -3.9661)
C (0.1006, 0.8813, -3.2403)
C (0.2205, 0.6320, -1.8902)
N (-0.7368, -0.1810, -1.2542)
C (-1.1821, -1.2197, -1.9707)
N (-2.4825, -1.5605, -1.9447)
C (-2.9333, -2.9375, -2.0415)
C (-3.5305, -0.5764, -1.7337)
N (-0.3406, -1.9840, -2.7069)
C (1.0806, -2.0291, -2.4219)
C (-0.7052, -2.4737, -4.0269)
C (1.3811, 1.0767, -1.1752)
N (1.0073, 3.2421, 2.0531)
C (1.6984, 3.9023, 3.1432)
C (0.9844, 3.9851, 0.8030)
H (0.6185, 0.1082, 4.7217)
H (0.5974, -0.3714, 3.0108)
H (-0.9311, -0.1651, 3.8980)
H (-1.5463, 2.0998, 4.5889)
H (-0.7108, 3.4839, 3.8861)
H (0.0242, 2.6073, 5.2558)
H (2.8463, 1.1365, 1.9009)
H (4.8449, 1.5508, 0.5254)
H (4.6115, 1.9354, -1.9049)
H (3.2375, 1.9725, -3.9038)
H (1.0727, 1.5860, -5.0267)
H (-0.8091, 0.6020, -3.7558)
H (-2.0856, -3.6131, -1.9591)
H (-3.4536, -3.1276, -2.9823)
H (-3.6229, -3.1306, -1.2181)
H (-3.1197, 0.4273, -1.8070)
H (-3.9957, -0.7007, -0.7535)
H (-4.2939, -0.7158, -2.5019)
H (1.2529, -1.7680, -1.3809)
H (1.6374, -1.3356, -3.0593)
H (1.4321, -3.0440, -2.6133)
H (-1.7407, -2.2375, -4.2476)
H (-0.5607, -3.5531, -4.0975)
H (-0.0704, -1.9855, -4.7716)
H (1.9139, 3.1918, 3.9367)
H (1.1094, 4.7281, 3.5457)
H (2.6399, 4.3006, 2.7592)
H (0.2529, 3.5532, 0.1259)
H (1.9742, 3.9808, 0.3406)
H (0.6885, 5.0107, 1.0253)
O (-3.9102, 3.2196, 0.4671)
S (-2.7165, 2.6372, 0.9725)
O (-1.8102, 3.4907, 1.6905)
O (-1.9563, 1.8451, -0.1244)
S (-3.0347, 0.8922, 2.0857)

- charge = +1
- calculated total energy (Ha) = -2955.9560
- orbital gap (spin up / spin down) (eV) = 6.43 / 5.72
- HOMO (spin up / spin down) (eV) = -10.026 / -9.978
- multiplicity = 2

Look up the multiplicity of the second one. 2